# 1
Entry from OMol25: a gas-phase ion, C4H9N2 (charge +1) (ωB97M-V with the def2-TZVPD basis set).

Results
Gap between HOMO and LUMO = 11.24 eV
Structure (SMILES) = CC[C@@]12N[C@@H]1[NH2+]2
HOMO level = -14.64 eV
ΔE to the lowest compared entry with this formula, charge and spin = 105.46 kcal per mole
Charge = +1
Total energy = -266.931220 a.u.

Each line ends with the Mulliken charge.
Cartesian coordinates (Å):
C1 0.513 0.828 1.694  -1.106
C2 0.602 1.006 0.125  -0.332
C3 0.014 -0.145 -0.620  0.366
N1 -0.322 -0.287 -2.040  -0.560
C4 -0.111 -1.473 -1.179  -0.043
N2 -1.179 -0.989 -0.295  -0.250
H1 0.587 -0.221 2.044  0.329
H2 -0.481 1.209 2.000  0.308
H3 1.344 1.427 2.261  0.315
H4 1.588 1.355 -0.208  0.386
H5 -0.137 1.959 -0.043  0.270
H6 0.551 -0.039 -2.596  0.300
H7 0.483 -2.351 -1.106  0.364
H8 -2.116 -0.773 -0.694  0.326
H9 -1.335 -1.506 0.659  0.327

# 2
Entry from OMol25: a molecular structure, C22H42NP3ScSe (ωB97M-V with the def2-TZVPD basis set).

Results
Gap between HOMO and LUMO (alpha / beta) = 2.47 / 2.39 eV
HOMO level (alpha / beta) = -14.80 / -14.76 eV
ΔE to the lowest compared entry with this formula, charge and spin = 78.15 kcal per mole
Charge = +3
Total energy = -5103.344456 a.u.

Each line ends with the Mulliken charge.
Cartesian coordinates (Å):
Sc1 0.000 0.000 0.000  -1.413
P1 -2.221 -0.098 -0.609  1.412
P2 0.168 -2.304 -0.248  1.568
P3 -0.004 2.296 -0.303  1.135
H1 1.602 -0.871 -2.198  0.386
C1 1.492 0.030 -1.592  -0.769
C2 2.143 0.074 -0.290  -0.183
H2 2.704 -0.794 0.043  0.266
C3 -2.679 -0.143 -2.414  -1.369
C4 -3.295 -1.508 -0.045  -1.122
C5 -3.418 1.230 -0.095  -1.322
C6 1.853 -3.070 -0.258  -1.569
C7 -0.628 -3.532 0.894  -1.266
C8 -0.420 -2.976 -1.870  -1.276
C9 1.620 3.184 -0.349  -1.416
C10 -0.875 3.460 0.846  -1.267
C11 -0.664 2.911 -1.918  -1.166
H3 1.532 0.918 -2.225  0.518
H4 2.636 0.992 0.018  0.349
H5 -3.765 -0.192 -2.564  0.460
H6 -2.209 -1.009 -2.886  0.387
H7 -2.287 0.750 -2.906  0.365
H8 -4.325 -1.378 -0.398  0.558
H9 -3.295 -1.544 1.049  0.338
H10 -2.921 -2.464 -0.418  0.323
H11 -4.432 0.989 -0.436  0.549
H12 -3.136 2.198 -0.515  0.402
H13 -3.420 1.315 0.996  0.410
H14 1.764 -4.148 -0.433  0.490
H15 2.344 -2.902 0.704  0.427
H16 2.471 -2.631 -1.045  0.452
H17 -0.714 -4.507 0.402  0.500
H18 -1.617 -3.198 1.206  0.305
H19 -0.005 -3.646 1.784  0.465
H20 -0.144 -4.030 -1.985  0.546
H21 0.025 -2.389 -2.677  0.212
H22 -1.507 -2.890 -1.944  0.338
H23 1.449 4.246 -0.554  0.507
H24 2.259 2.769 -1.132  0.441
H25 2.135 3.081 0.609  0.381
H26 -0.832 4.485 0.459  0.476
H27 -0.389 3.436 1.825  0.423
H28 -1.918 3.170 0.976  0.308
H29 -0.497 3.988 -2.032  0.539
H30 -1.735 2.712 -1.994  0.314
H31 -0.160 2.375 -2.726  0.287
C12 0.917 0.099 -6.494  0.234
C13 2.004 -0.089 -5.634  0.512
C14 3.303 -0.031 -6.137  -0.462
C15 3.529 0.213 -7.492  -0.596
C16 2.441 0.399 -8.346  -0.554
C17 1.138 0.344 -7.854  -0.555
Se1 -0.903 0.034 -5.879  0.179
H32 -0.544 -0.234 -4.476  -0.177
H33 1.842 -0.279 -4.577  -0.028
H34 4.142 -0.178 -5.462  0.370
H35 4.543 0.257 -7.879  0.405
H36 2.603 0.590 -9.404  0.401
H37 0.299 0.490 -8.528  0.361
C18 -0.251 0.256 4.942  -0.273
C19 0.620 1.053 4.204  -1.113
C20 0.637 0.937 2.812  -0.165
N1 -0.188 0.061 2.171  0.386
C21 -1.039 -0.725 2.887  0.032
C22 -1.087 -0.641 4.281  -1.284
H38 -0.275 0.331 6.022  0.459
H39 1.280 1.751 4.703  0.498
H40 1.320 1.547 2.243  0.668
H41 -1.679 -1.416 2.397  0.524
H42 -1.766 -1.270 4.843  0.480

# 3
Entry from OMol25: a molecular structure, C40H39MoN6O7P2S2 (ωB97M-V with the def2-TZVPD basis set).

Results
Gap between HOMO and LUMO (alpha / beta) = 7.14 / 6.88 eV
2S+1 = 2
HOMO level (alpha / beta) = -7.40 / -7.06 eV
ΔE to the lowest compared entry with this formula, charge and spin = 4.87 kcal per mole
Expectation value of S² = 0.76
Total energy = -3950.333739 a.u.

Each line ends with the Mulliken spin population.
Cartesian coordinates (Å):
Mo1 0.534 -0.714 0.591  1.009
O1 1.359 -4.736 0.742  0.000
C1 0.878 -3.628 0.827  0.005
N1 1.545 -2.442 0.551  0.027
C2 2.975 -2.498 0.805  -0.008
C3 3.339 -1.301 1.636  0.025
C4 4.624 -1.099 2.105  0.003
C5 4.876 -0.044 2.962  -0.003
C6 3.821 0.763 3.343  0.005
C7 2.569 0.523 2.808  -0.006
N2 2.325 -0.464 1.935  -0.028
C8 -0.490 -3.395 1.417  0.002
C9 -1.340 -4.425 1.726  -0.003
C10 -2.500 -4.123 2.434  -0.001
C11 -2.724 -2.817 2.815  0.002
C12 -1.819 -1.831 2.444  -0.009
N3 -0.724 -2.114 1.743  0.020
H1 3.570 -2.550 -0.108  -0.009
H2 3.204 -3.401 1.376  -0.001
H3 5.405 -1.789 1.810  0.001
H4 5.874 0.132 3.342  0.000
H5 3.952 1.587 4.031  0.000
H6 1.736 1.155 3.061  0.001
H7 -1.073 -5.428 1.427  0.000
H8 -3.206 -4.902 2.692  0.000
H9 -3.606 -2.534 3.372  0.000
H10 -1.968 -0.790 2.686  -0.003
N4 1.000 0.983 -2.540  0.003
P1 1.934 0.424 -1.221  -0.013
C13 3.188 1.746 -1.015  -0.014
C14 3.188 2.526 0.135  -0.001
C15 4.072 3.594 0.264  0.001
C16 4.952 3.898 -0.760  0.000
C17 4.941 3.140 -1.929  0.000
C18 4.065 2.077 -2.055  -0.001
C19 2.893 -0.867 -2.109  0.011
C20 4.258 -1.046 -1.885  -0.003
C21 4.948 -2.075 -2.510  0.000
C22 4.279 -2.945 -3.360  0.001
C23 2.918 -2.781 -3.581  0.000
C24 2.227 -1.750 -2.959  -0.001
C25 -0.190 1.679 -2.376  0.002
C26 -0.835 2.280 -3.461  -0.001
C27 -2.048 2.891 -3.226  0.000
C28 -2.588 2.883 -1.943  -0.001
C29 -1.861 2.267 -0.945  0.004
N5 -0.679 1.685 -1.148  -0.002
H11 1.473 1.101 -3.426  0.000
H12 2.461 2.331 0.910  -0.001
H13 4.054 4.195 1.164  0.000
H14 5.637 4.730 -0.661  0.000
H15 5.617 3.380 -2.740  0.000
H16 4.074 1.498 -2.971  0.000
H17 4.790 -0.379 -1.218  0.000
H18 6.008 -2.198 -2.329  0.000
H19 4.815 -3.749 -3.847  0.000
H20 2.387 -3.461 -4.234  0.000
H21 1.163 -1.637 -3.125  0.001
H22 -0.396 2.252 -4.451  0.000
H23 -2.581 3.362 -4.043  0.000
H24 -3.544 3.337 -1.724  0.000
H25 -2.247 2.221 0.068  0.000
C30 -5.156 -3.904 -0.253  0.000
C31 -4.851 -3.087 -1.486  0.000
O2 -3.452 -2.751 -1.529  0.001
P2 -2.984 -1.258 -1.153  0.002
S1 -0.967 -1.408 -1.319  -0.010
S2 -3.866 -0.505 0.392  -0.001
O3 -3.446 -0.383 -2.415  0.001
C32 -3.027 -0.718 -3.752  -0.001
C33 -4.247 -0.752 -4.640  0.000
H26 -6.178 -4.285 -0.309  0.000
H27 -5.049 -3.300 0.648  0.000
H28 -4.473 -4.754 -0.190  0.000
H29 -5.451 -2.176 -1.527  0.000
H30 -5.044 -3.667 -2.389  0.000
H31 -2.504 -1.674 -3.758  0.001
H32 -2.324 0.054 -4.066  0.001
H33 -4.929 -1.545 -4.332  0.000
H34 -3.952 -0.934 -5.676  0.000
H35 -4.783 0.197 -4.595  0.000
O4 0.602 2.633 1.634  -0.007
C34 -0.345 1.945 1.961  -0.003
O5 -0.541 0.692 1.654  0.007
C35 -1.396 2.516 2.882  -0.008
C36 -2.637 1.910 3.042  0.005
C37 -3.585 2.467 3.891  0.000
C38 -3.292 3.618 4.604  0.000
C39 -2.048 4.192 4.429  0.000
C40 -1.095 3.679 3.577  0.000
N6 -1.723 5.428 5.195  0.000
O6 -0.600 5.872 5.092  0.000
O7 -2.604 5.910 5.876  0.000
H36 -2.860 1.021 2.468  -0.002
H37 -4.556 2.002 3.998  0.000
H38 -4.002 4.072 5.281  0.000
H39 -0.141 4.167 3.445  0.000